# C43H85O16

A cluster of 8 separate species, C43H85O16 in total at a distorted geometry (ωB97M-V with the def2-TZVPD basis set, the OMol25 dataset).

Results
Gap between HOMO and LUMO (eV): 5.3
Highest occupied orbital energy (eV): -3.91
Charge: -1
Multiplicity: 1
Lowest unoccupied orbital energy (eV): 1.38

Each atom is followed by the atoms it is bonded to, with distances in Å.
Geometry (Å):
1 O 5.528 -2.884 7.728  C45 1.440, C49 1.353
2 O 2.857 -5.399 1.304  C32 1.228
3 O 4.936 5.545 1.795  C47 1.228
4 O 6.978 1.110 7.882  C30 1.228
5 O 0.272 -2.059 -0.928  C18 1.228
6 O 3.220 -4.430 3.291  C21 1.440, C32 1.353
7 O 0.377 -4.250 -1.381  C18 1.353, C19 1.440
8 O -12.223 0.099 -3.398  C44 1.353, C50 1.440
9 O 6.750 -4.461 -2.196  C25 1.440, C52 1.353
10 O -12.328 2.290 -2.945  C44 1.228
11 O 6.976 2.269 5.965  C30 1.353, C42 1.440
12 O 7.161 5.627 2.035  C39 1.440, C47 1.353
13 O 4.032 -3.943 9.015  C49 1.228
14 O -6.214 5.395 -3.582  C58 1.337
15 O 6.139 -2.959 -0.650  C52 1.228
16 O -6.188 3.916 -1.646  C58 1.492
17 C 9.063 6.536 0.816  C39 1.516, H61 1.095, H79 1.094, H127 1.093
18 C -0.101 -3.200 -0.674  O5 1.228, O7 1.353, C53 1.501
19 C 0.145 -5.633 -1.051  O7 1.440, C26 1.516, H101 1.095, H116 1.094
20 C 6.279 -4.016 9.778  C49 1.501, H83 1.088, H93 1.093, H104 1.095
21 C 3.739 -3.371 4.117  O6 1.440, C51 1.516, H89 1.094, H97 1.095
22 C 6.198 5.201 -0.187  C47 1.501, H85 1.088, H142 1.095, H143 1.093
23 C -2.038 3.788 -5.591  C37 1.638, C56 1.638, H62 1.188, H63 1.191
24 C -1.913 -0.096 -2.623  C31 1.673, H65 1.184, H84 1.171, H115 1.194
25 C 7.110 -5.793 -2.606  O9 1.440, C54 1.516, H66 1.094, H90 1.095
26 C -1.179 -6.108 -1.615  C19 1.516, H111 1.093, H128 1.094, H132 1.095
27 C -8.533 4.436 -2.994  C34 1.659, C58 1.651, H74 1.180, H137 1.191
28 C 5.822 -5.235 -0.054  C52 1.501, H77 1.093, H92 1.088, H102 1.095
29 C -6.428 0.984 -4.631  C46 1.643, C57 1.639, H69 1.193, H117 1.194
30 C 6.339 1.695 7.012  O4 1.228, O11 1.353, C59 1.501
31 C -1.284 1.377 -3.104  C24 1.673, C55 1.638, H81 1.170, H94 1.178
32 C 3.165 -4.395 1.939  O2 1.228, O6 1.353, C43 1.501
33 C 5.872 4.244 5.066  C42 1.516, H88 1.095, H103 1.093, H114 1.094
34 C -8.854 2.809 -2.986  C27 1.659, C35 1.644, H60 1.180, H78 1.191
35 C -8.925 2.167 -4.498  C34 1.644, C57 1.641, H67 1.193, H71 1.194
36 C 7.792 -3.272 6.923  C45 1.516, H106 1.094, H113 1.093, H120 1.095
37 C -3.653 3.977 -5.388  C23 1.638, C38 1.643, H64 1.190, H110 1.177
38 C -4.380 2.653 -4.741  C37 1.643, C46 1.665, H112 1.183, H125 1.194
39 C 8.503 5.357 1.586  O12 1.440, C17 1.516, H91 1.095, H140 1.094
40 C -13.779 -1.759 -3.631  C50 1.516, H73 1.095, H95 1.093, H100 1.094
41 C -13.759 0.904 -1.655  C44 1.501, H70 1.088, H123 1.093, H141 1.095
42 C 6.318 2.819 4.808  O11 1.440, C33 1.516, H99 1.094, H134 1.095
43 C 3.398 -3.088 1.238  C32 1.501, H75 1.088, H122 1.095, H144 1.093
44 C -12.701 1.149 -2.691  O8 1.353, O10 1.228, C41 1.501
45 C 6.813 -2.273 7.506  O1 1.440, C36 1.516, H124 1.095, H126 1.094
46 C -5.848 2.292 -5.437  C29 1.643, C38 1.665, H105 1.176, H138 1.170
47 C 6.049 5.443 1.287  O3 1.228, O12 1.353, C22 1.501
48 C -1.867 4.071 -2.842  C55 1.638, C56 1.638, H76 1.194, H131 1.178
49 C 5.193 -3.592 8.831  O1 1.353, O13 1.228, C20 1.501
50 C -12.455 -1.283 -3.068  O8 1.440, C40 1.516, H87 1.095, H107 1.094
51 C 2.677 -2.323 4.383  C21 1.516, H98 1.093, H118 1.094, H121 1.095
52 C 6.271 -4.136 -0.973  O9 1.353, O15 1.228, C28 1.501
53 C -1.159 -3.445 0.362  C18 1.501, H80 1.093, H108 1.088, H139 1.095
54 C 5.895 -6.555 -3.096  C25 1.516, H82 1.094, H86 1.093, H119 1.095
55 C -2.056 2.551 -2.262  C31 1.638, C48 1.638, H72 1.194, H133 1.173
56 C -1.118 4.180 -4.294  C23 1.638, C48 1.638, H68 1.194, H130 1.194
57 C -8.055 0.791 -4.703  C29 1.639, C35 1.641, H129 1.191, H135 1.189
58 C -6.907 4.599 -2.761  O14 1.337, O16 1.492, C27 1.651
59 C 4.853 1.863 7.137  C30 1.501, H96 1.095, H109 1.093, H136 1.088
60 H -8.145 2.203 -2.262  C34 1.180
61 H 9.027 7.444 1.427  C17 1.095
62 H -1.720 4.519 -6.472  C23 1.188
63 H -1.784 2.695 -5.989  C23 1.191
64 H -3.889 4.929 -4.715  C37 1.190
65 H -1.064 -0.811 -2.211  C24 1.184
66 H 7.647 -6.318 -1.810  C25 1.094
67 H -8.656 2.956 -5.352  C35 1.193
68 H -0.075 3.601 -4.284  C56 1.194
69 H -5.993 0.945 -3.521  C29 1.193
70 H -13.723 -0.090 -1.213  C41 1.088
71 H -10.064 1.880 -4.710  C35 1.194
72 H -1.588 2.534 -1.164  C55 1.194
73 H -13.812 -1.602 -4.715  C40 1.095
74 H -9.176 5.041 -2.212  C27 1.180
75 H 4.045 -2.404 1.783  C43 1.088
76 H -1.166 4.646 -2.064  C48 1.194
77 H 4.745 -5.378 -0.168  C28 1.093
78 H -9.948 2.710 -2.524  C34 1.191
79 H 8.481 6.741 -0.087  C17 1.094
80 H -2.143 -3.278 -0.085  C53 1.093
81 H -1.436 1.410 -4.264  C31 1.170
82 H 5.149 -6.677 -2.305  C54 1.094
83 H 7.140 -3.352 9.787  C20 1.088
84 H -2.832 0.014 -1.906  C24 1.171
85 H 7.135 4.724 -0.464  C22 1.088
86 H 6.181 -7.547 -3.456  C54 1.093
87 H -11.643 -1.853 -3.533  C50 1.095
88 H 6.725 4.863 5.365  C33 1.095
89 H 4.652 -2.949 3.686  C21 1.094
90 H 7.819 -5.681 -3.433  C25 1.095
91 H 9.105 5.200 2.487  C39 1.095
92 H 6.335 -6.181 -0.214  C28 1.088
93 H 6.599 -5.029 9.524  C20 1.093
94 H -0.158 1.374 -2.758  C31 1.178
95 H -13.926 -2.823 -3.425  C40 1.093
96 H 4.437 0.953 7.581  C59 1.095
97 H 4.031 -3.833 5.065  C21 1.095
98 H 3.058 -1.549 5.054  C51 1.093
99 H 5.499 2.172 4.478  C42 1.094
100 H -14.621 -1.205 -3.207  C40 1.094
101 H 0.957 -6.202 -1.516  C19 1.095
102 H 6.041 -4.937 0.976  C28 1.095
103 H 5.421 4.676 4.168  C33 1.093
104 H 5.874 -4.008 10.795  C20 1.095
105 H -5.627 1.981 -6.549  C46 1.176
106 H 7.972 -4.107 7.605  C36 1.094
107 H -12.369 -1.450 -1.990  C50 1.094
108 H -1.123 -4.439 0.804  C53 1.088
109 H 4.643 2.713 7.791  C59 1.093
110 H -4.157 4.186 -6.431  C37 1.177
111 H -1.326 -7.172 -1.408  C26 1.093
112 H -3.676 1.707 -4.655  C38 1.183
113 H 8.750 -2.791 6.706  C36 1.093
114 H 5.143 4.298 5.879  C33 1.094
115 H -2.327 -0.644 -3.600  C24 1.194
116 H 0.231 -5.799 0.027  C19 1.094
117 H -5.957 0.029 -5.170  C29 1.194
118 H 2.341 -1.845 3.459  C51 1.094
119 H 5.405 -6.011 -3.910  C54 1.095
120 H 7.395 -3.701 5.997  C36 1.095
121 H 1.793 -2.781 4.839  C51 1.095
122 H 3.900 -3.291 0.286  C43 1.095
123 H -14.743 1.071 -2.101  C41 1.093
124 H 6.651 -1.467 6.783  C45 1.095
125 H -4.645 2.946 -3.614  C38 1.194
126 H 7.185 -1.799 8.419  C45 1.094
127 H 10.100 6.349 0.523  C17 1.093
128 H -2.021 -5.554 -1.190  C26 1.094
129 H -8.358 0.200 -5.691  C57 1.191
130 H -0.816 5.328 -4.426  C56 1.194
131 H -2.910 4.616 -2.778  C48 1.178
132 H -1.212 -5.951 -2.698  C26 1.095
133 H -3.192 2.294 -2.123  C55 1.173
134 H 7.058 2.816 4.001  C42 1.095
135 H -8.351 0.066 -3.809  C57 1.189
136 H 4.342 1.998 6.186  C59 1.088
137 H -8.787 4.872 -4.073  C27 1.191
138 H -6.496 3.262 -5.336  C46 1.170
139 H -1.010 -2.739 1.184  C53 1.095
140 H 8.547 4.422 1.020  C39 1.094
141 H -13.610 1.611 -0.833  C41 1.095
142 H 5.401 4.523 -0.509  C22 1.095
143 H 6.099 6.152 -0.717  C22 1.093
144 H 2.436 -2.609 1.045  C43 1.093

# C2H11NO4

A cluster of 4 separate species, C2H11NO4 in total (ωB97M-V with the def2-TZVPD basis set, the OMol25 dataset).

Results
Gap between HOMO and LUMO (eV): 10.3
Highest occupied orbital energy (eV): -9.73
Multiplicity: 1
Lowest unoccupied orbital energy (eV): 0.59
SMILES: CC(N)=O.O.O.O

Each atom is followed by the atoms it is bonded to, with distances in Å.
Geometry (Å):
1 O 1.897 0.833 3.303  H12 0.961, H18 0.961
2 O 0.233 0.470 -2.501  C6 1.218
3 O -1.316 -2.904 3.108  H10 0.960, H16 0.964
4 O 0.879 4.550 -2.511  H13 0.962, H14 0.967
5 N 0.419 -1.669 -1.868  C6 1.364, H9 0.999, H11 1.002
6 C -0.121 -0.422 -1.751  O2 1.218, N5 1.364, C7 1.495
7 C -1.121 -0.231 -0.657  C6 1.495, H8 1.091, H15 1.084, H17 1.091
8 H -1.277 -1.118 -0.043  C7 1.091
9 H 0.086 -2.437 -1.323  N5 0.999
10 H -2.134 -2.407 3.027  O3 0.960
11 H 1.201 -1.814 -2.479  N5 1.002
12 H 2.772 1.176 3.102  O1 0.961
13 H 1.010 4.381 -3.449  O4 0.962
14 H 0.028 4.150 -2.286  O4 0.967
15 H -0.784 0.569 -0.008  C7 1.084
16 H -1.545 -3.840 3.132  O3 0.964
17 H -2.112 -0.008 -1.055  C7 1.091
18 H 1.885 0.720 4.257  O1 0.961

Question: What is the formula in the second record?
Answer: C2H11NO4

Question: The lowest highest occupied orbital energy belongs to which entry?
Answer: C2H11NO4